Below is a molecular structure, C3H8N4S at a distorted geometry, with properties calculated with wB97M-V/def2-TZVPD.

Calculated values
E_HOMO (eV): -8.390
Energy above the lowest of the compared OMol25 structures with the same formula, charge and spin (kJ/mol): 753.7

Structure (XYZ):
```
16
Properties=species:S:1:pos:R:3:forces:R:3
C -0.030 1.325 -0.964 -0.5 3.2 -2.9
C 0.990 0.257 -0.648 1.9 -2.6 2.1
C -1.521 -1.330 -0.571 4.3 4.2 4.6
H -0.913 1.050 -2.061 3.0 0.6 3.8
H 0.741 2.371 -1.519 -2.7 -3.0 2.2
H -0.789 1.568 0.170 2.6 -0.1 -4.3
H -2.011 -1.747 -1.305 -2.6 -2.2 -3.6
H -2.260 0.641 1.824 3.0 -0.9 -1.4
H -0.491 0.230 1.083 -0.4 0.2 1.6
H 3.081 -0.552 1.535 0.8 1.0 1.1
H 1.600 -1.375 1.008 3.4 1.3 -0.4
N -2.086 -0.483 0.228 -1.3 -2.8 -1.7
N -1.502 0.150 1.208 -1.7 0.8 1.4
N 2.213 0.301 -0.092 -3.0 -0.2 0.7
N 2.614 -0.886 0.741 -4.5 -0.4 -3.0
S 0.365 -1.519 -0.638 -2.3 0.9 -0.3
```
Forces are in eV/Å.

Results of the Mulliken charge analysis, in e, for atoms 1 through 6: atom 1 (C): -0.8533, atom 2 (C): 0.2652, atom 3 (C): -0.2422, atom 4 (H): 0.2507, atom 5 (H): 0.3010, atom 6 (H): 0.3569

---

Below is 12 unconnected molecules or ions with the total composition C16H52F3O14S at a distorted geometry, with properties calculated with wB97M-V/def2-TZVPD.

Calculated values
E_HOMO (eV): -7.873
Net charge: -1
Energy above the lowest of the compared OMol25 structures with the same formula, charge and spin (kJ/mol): 0.0

Structure (XYZ):
```
86
Properties=species:S:1:pos:R:3:forces:R:3
C 1.533 0.211 -1.075 0.1 0.3 0.3
F 1.999 -0.989 -1.416 0.1 0.1 -0.1
F 1.266 0.903 -2.183 -0.2 -0.2 0.0
F 0.400 0.031 -0.373 0.0 0.0 -0.3
S 2.716 1.129 -0.018 0.5 -0.1 0.8
O 3.054 0.165 1.003 -0.3 -0.4 0.1
O 3.845 1.472 -0.856 0.0 0.1 -0.6
O 1.964 2.271 0.448 -0.3 0.2 -0.1
O 5.090 -1.936 1.081 0.0 -0.3 -0.2
H 4.209 -1.624 0.834 0.2 0.3 0.1
H 5.624 -1.762 0.296 -0.1 0.1 0.0
O 5.514 -0.473 -2.082 -0.2 -0.1 0.0
H 4.865 0.146 -1.699 0.2 -0.1 0.0
H 6.150 0.098 -2.520 0.1 0.0 0.1
O 2.856 5.132 0.148 0.1 0.2 0.0
H 3.286 4.269 0.193 -0.2 -0.1 -0.1
H 2.418 5.218 0.999 0.0 -0.1 0.0
O 2.748 0.535 3.831 -0.1 -0.2 0.0
H 1.964 1.096 3.861 0.1 0.1 -0.1
H 2.757 0.168 2.932 0.1 0.3 0.1
O 6.586 1.858 0.189 0.0 0.1 0.1
H 6.754 1.631 1.108 0.0 -0.1 0.0
H 5.623 1.813 0.104 0.1 -0.1 -0.2
O 1.082 3.110 3.006 0.1 0.0 -0.1
H 0.881 4.047 2.933 0.0 -0.1 0.0
H 1.511 2.867 2.165 -0.2 -0.1 0.0
C -0.402 3.354 -3.283 0.2 0.4 -0.7
C -1.300 4.191 -2.385 0.2 -0.4 0.0
C -1.127 3.777 -0.930 -0.5 0.3 -0.2
O -1.063 5.592 -2.577 -0.1 -0.3 0.1
H -0.428 3.768 -4.297 -0.1 0.0 0.1
H -0.733 2.319 -3.364 0.0 -0.1 0.2
H 0.643 3.386 -2.965 -0.1 -0.1 0.2
H -2.328 3.985 -2.700 0.0 0.5 0.1
H -1.788 4.368 -0.290 0.2 0.1 0.0
H -0.086 3.910 -0.637 0.0 -0.2 0.2
H -1.449 2.741 -0.810 0.4 0.0 0.1
H -0.211 5.790 -2.170 0.0 0.0 0.0
C -2.944 -0.179 1.602 0.5 -0.6 0.3
C -3.483 1.015 2.332 -1.0 0.3 -0.5
C -3.236 2.295 1.557 -0.3 0.2 -0.1
O -4.931 0.788 2.390 0.7 0.1 0.2
H -1.886 -0.084 1.347 0.0 0.2 0.1
H -3.489 -0.336 0.671 -0.2 0.0 0.1
H -3.040 -1.059 2.242 -0.1 -0.1 -0.2
H -3.114 1.087 3.357 0.2 -0.1 0.0
H -3.647 2.181 0.549 0.0 0.1 0.3
H -2.186 2.547 1.430 0.2 -0.1 0.3
H -3.745 3.139 2.036 0.1 0.0 0.0
H -5.318 1.561 2.814 0.0 0.0 0.0
C 0.235 -3.641 -0.915 0.1 0.4 -0.6
C 0.012 -4.714 -1.954 0.4 -0.6 -0.2
C 0.050 -6.116 -1.359 0.2 0.0 0.6
O -1.182 -4.512 -2.706 0.0 0.1 -0.1
H 1.230 -3.711 -0.474 -0.1 -0.3 0.3
H -0.565 -3.681 -0.175 0.2 0.1 0.2
H 0.244 -2.674 -1.419 -0.4 0.0 0.1
H 0.809 -4.694 -2.702 0.0 0.4 0.0
H -0.916 -6.370 -0.913 0.0 -0.1 -0.2
H 0.767 -6.178 -0.533 0.0 0.1 -0.1
H 0.368 -6.853 -2.093 -0.4 -0.1 -0.1
H -1.940 -4.638 -2.124 0.0 0.0 0.1
C -0.827 -3.143 2.974 -0.1 0.3 0.6
C 0.651 -3.462 2.948 0.0 -0.7 -0.3
C 1.516 -2.286 2.574 -0.3 -0.2 -0.7
O 0.973 -3.980 4.241 0.0 -0.1 0.1
H -1.153 -2.630 2.071 0.0 -0.1 -0.1
H -1.030 -2.489 3.829 0.0 0.1 -0.1
H -1.418 -4.045 3.133 0.0 0.0 -0.1
H 0.790 -4.270 2.210 0.1 0.1 0.0
H 1.450 -1.511 3.332 0.1 0.1 0.0
H 1.165 -1.919 1.603 0.0 0.3 0.2
H 2.551 -2.580 2.384 0.1 0.0 0.4
H 1.916 -4.169 4.261 0.0 0.1 0.0
C -3.803 1.417 -1.948 -0.1 -0.3 -0.2
C -3.597 0.085 -2.669 -0.2 0.0 0.7
C -2.334 -0.574 -2.162 -0.4 -0.1 -0.1
O -4.685 -0.803 -2.310 0.3 0.2 -0.6
H -2.906 2.036 -2.002 -0.2 0.0 -0.2
H -3.990 1.192 -0.897 0.0 -0.1 -0.2
H -4.670 1.962 -2.326 0.1 0.1 -0.1
H -3.536 0.196 -3.756 -0.2 0.1 0.0
H -2.511 -0.814 -1.112 0.3 -0.1 -0.1
H -1.499 0.116 -2.251 0.2 -0.1 0.0
H -2.137 -1.490 -2.718 0.1 0.0 0.1
H -5.433 -0.580 -2.871 -0.1 0.0 0.1
```
Forces are in eV/Å.

Results of the Mulliken charge analysis, in e, for atoms 1 through 6: atom 1 (C): 0.4651, atom 2 (F): -0.2091, atom 3 (F): -0.1880, atom 4 (F): -0.0790, atom 5 (S): 0.7854, atom 6 (O): -0.4282

---

Below is 7 unconnected molecules or ions with the total composition C23H29Br2F6O19P at a distorted geometry, with properties calculated with wB97M-V/def2-TZVPD.

Calculated values
E_HOMO (eV): -9.097
SMILES: C[C@@H](Br)C[PH3]CC(=O)Br.O=C1OC[C@@H](F)O1.O=C1OC[C@@H](F)O1.O=C1OC[C@@H](F)O1.O=C1OC[C@@H](F)O1.O=C1OC[C@@H](F)O1.O=C1OC[C@@H](F)O1

Structure (XYZ):
```
80
Properties=species:S:1:pos:R:3:forces:R:3
C -2.132 1.498 -0.679 0.7 0.3 0.5
C -1.723 2.963 -0.639 -0.2 -0.1 -1.5
Br -0.058 3.107 -1.742 0.1 0.1 0.2
C -2.737 3.958 -1.217 -0.2 -0.4 0.8
P -4.523 3.338 -1.426 0.4 0.7 -0.4
C -6.353 2.755 -1.721 -0.3 0.4 0.0
C -7.217 2.931 -0.529 1.9 2.0 -3.4
O -7.600 2.069 0.108 -1.9 -3.2 3.4
Br -7.573 4.799 -0.046 -0.1 0.5 0.1
H -1.238 0.908 -0.727 0.3 -0.4 0.0
H -2.610 1.240 0.257 -0.5 -0.1 0.1
H -2.712 1.230 -1.544 -0.3 -0.1 -0.3
H -1.403 3.249 0.338 0.2 0.1 0.6
H -2.419 4.332 -2.175 0.1 0.1 -0.5
H -2.774 4.816 -0.555 -0.1 0.3 0.2
H -4.187 2.716 -2.663 -0.2 -0.1 0.2
H -4.515 2.693 -0.170 0.0 -0.1 0.0
H -4.970 4.685 -1.508 0.1 -0.2 0.0
H -6.377 1.705 -1.984 0.1 -0.4 0.1
H -6.755 3.311 -2.555 0.0 0.4 -0.3
C 2.086 -2.152 -0.175 0.4 0.1 0.0
C 0.874 -2.960 0.207 -0.1 0.3 0.2
O -0.190 -2.203 -0.345 0.1 -0.2 -0.3
C 0.312 -1.535 -1.427 0.1 0.2 0.1
O -0.350 -1.009 -2.255 -0.1 0.1 -0.1
O 1.667 -1.557 -1.413 -0.2 -0.2 0.1
F 0.717 -3.024 1.553 -0.1 0.0 0.0
H 2.299 -1.365 0.550 -0.1 -0.1 0.1
H 2.974 -2.758 -0.311 0.0 0.1 -0.2
H 0.848 -3.969 -0.207 0.0 -0.1 0.2
C 4.858 -5.972 -2.907 0.2 -0.1 -0.3
C 3.503 -5.393 -2.577 -0.1 -0.2 0.3
O 3.778 -4.612 -1.422 0.2 0.0 -0.5
C 5.083 -4.213 -1.516 0.1 0.0 0.1
O 5.553 -3.343 -0.868 0.1 0.0 0.1
O 5.741 -4.941 -2.449 -0.3 0.0 0.1
F 2.608 -6.357 -2.255 0.0 0.1 0.0
H 5.050 -6.891 -2.352 -0.1 0.0 0.1
H 4.995 -6.158 -3.969 0.1 0.2 0.0
H 3.081 -4.754 -3.354 -0.1 0.0 0.0
C -5.681 2.718 2.582 -0.1 0.1 -0.3
C -5.415 3.391 3.906 -0.2 -0.2 0.2
O -4.409 2.563 4.475 0.2 0.2 -0.4
C -3.718 2.000 3.446 -0.2 0.1 0.0
O -2.671 1.455 3.544 0.1 0.0 0.0
O -4.397 2.151 2.280 0.0 0.1 0.2
F -6.504 3.380 4.707 0.1 0.0 0.0
H -6.417 1.919 2.671 0.0 0.0 0.1
H -6.000 3.407 1.799 0.3 -0.1 0.1
H -5.038 4.412 3.828 -0.1 0.0 0.1
C -2.502 -1.518 3.476 -0.1 0.1 -0.3
C -1.426 -1.927 4.450 -0.1 0.2 0.3
O -2.044 -2.980 5.169 0.1 -0.2 -0.4
C -2.956 -3.558 4.330 -0.1 0.1 0.0
O -3.465 -4.610 4.509 -0.1 -0.1 0.1
O -3.190 -2.756 3.258 0.2 -0.1 0.2
F -1.117 -0.924 5.307 0.0 -0.1 0.0
H -3.187 -0.790 3.912 0.2 -0.1 0.1
H -2.106 -1.122 2.544 -0.1 -0.2 -0.1
H -0.511 -2.295 3.983 0.1 0.1 0.1
C 2.454 3.636 -5.224 -0.1 -0.4 0.0
C 2.281 4.962 -4.527 0.3 0.2 0.0
O 2.001 5.843 -5.600 -0.3 -0.3 0.0
C 1.400 5.102 -6.581 0.1 -0.1 -0.1
O 0.811 5.551 -7.501 0.0 0.0 -0.1
O 1.571 3.774 -6.343 0.1 0.2 0.1
F 3.423 5.359 -3.912 -0.1 0.0 0.0
H 3.475 3.496 -5.579 0.0 0.2 0.1
H 2.170 2.788 -4.604 -0.2 0.0 -0.1
H 1.457 4.989 -3.812 0.1 0.1 0.1
C 8.540 -3.029 2.899 0.3 0.2 -0.1
C 7.737 -4.297 2.737 -0.1 -0.1 0.3
O 6.427 -3.875 3.067 0.2 0.1 -0.4
C 6.342 -2.546 2.753 -0.1 0.1 0.0
O 5.332 -1.941 2.657 -0.1 0.0 0.1
O 7.581 -2.025 2.558 -0.1 -0.2 0.1
F 8.129 -5.259 3.609 -0.1 0.0 0.0
H 8.867 -2.887 3.930 -0.1 -0.1 0.0
H 9.403 -2.982 2.239 -0.1 0.1 -0.1
H 7.741 -4.708 1.726 0.0 -0.1 0.0
```
Forces are in eV/Å.

Results of the Mulliken charge analysis, in e, for atoms 1 through 6: atom 1 (C): -0.9636, atom 2 (C): 0.2305, atom 3 (Br): -0.2384, atom 4 (C): -1.2286, atom 5 (P): 0.3067, atom 6 (C): -0.9700

---

Below is 2 unconnected molecules or ions with the total composition C29H20F4O3S at a distorted geometry, with properties calculated with wB97M-V/def2-TZVPD.

Calculated values
E_HOMO (eV): -6.894

Structure (XYZ):
```
57
Properties=species:S:1:pos:R:3:forces:R:3
F -3.445 -1.321 -4.870 0.6 1.2 0.7
C -2.943 -0.204 -4.238 -0.2 -0.6 -0.2
C -2.759 0.952 -5.001 0.2 0.0 0.7
C -2.248 2.061 -4.318 -0.1 0.6 -0.4
F -2.087 3.233 -5.027 -0.1 -1.3 0.8
C -1.934 2.044 -2.967 -0.1 -0.2 0.5
C -2.196 0.879 -2.192 0.1 -0.3 -1.6
C -1.998 0.882 -0.771 -0.3 0.5 0.5
C -2.623 -0.017 0.090 -0.1 -0.2 0.1
C -2.543 0.040 1.478 0.5 0.5 -0.7
C -3.089 -0.933 2.375 -0.8 -1.4 1.0
C -3.209 -0.691 3.775 0.3 0.2 -0.6
C -3.716 -1.675 4.609 0.0 0.0 0.8
F -3.809 -1.424 5.962 0.1 -0.2 -1.5
C -4.115 -2.936 4.155 0.1 0.6 -0.4
C -4.014 -3.147 2.781 0.0 -0.7 -0.3
F -4.398 -4.375 2.289 0.4 1.3 0.5
C -3.514 -2.202 1.894 0.1 0.2 0.2
C -2.663 -0.276 -2.879 -0.1 0.3 0.2
H -2.995 0.983 -6.061 0.1 0.0 0.2
H -1.526 2.928 -2.477 -0.1 -0.1 -0.3
H -1.424 1.711 -0.350 -0.1 -0.2 0.0
H -3.259 -0.780 -0.365 0.3 0.1 0.2
H -2.050 0.904 1.927 0.0 -0.2 -0.1
H -2.890 0.268 4.182 -0.1 -0.3 0.0
H -4.499 -3.695 4.829 0.1 0.1 -0.1
H -3.407 -2.445 0.840 -0.1 -0.1 0.3
H -2.791 -1.213 -2.340 0.0 0.2 -0.3
C 6.490 2.450 -2.545 -0.1 -0.1 0.3
C 6.244 1.098 -2.281 -0.2 0.2 0.0
C 5.139 0.722 -1.513 0.0 0.2 0.1
C 4.313 1.703 -0.947 -0.1 0.3 -0.6
S 3.059 1.226 0.272 -0.3 0.1 -0.4
C 1.501 1.068 -0.484 0.2 -0.3 0.0
C 0.862 -0.230 -0.500 0.5 0.7 -0.4
O 0.462 -0.754 -1.556 -0.6 -0.1 0.7
C 0.696 -0.891 0.851 -0.4 -0.5 0.0
C 0.769 -0.177 2.057 -0.1 0.0 0.0
C 0.803 -0.844 3.285 -0.2 -0.1 -0.3
C 0.701 -2.239 3.320 0.1 0.2 -0.2
C 0.512 -2.948 2.125 -0.1 0.1 0.0
C 0.465 -2.270 0.902 0.2 -0.1 0.2
O 3.539 -0.079 0.670 -0.2 -0.1 0.6
O 3.009 2.314 1.227 0.3 0.0 0.0
C 4.532 3.052 -1.246 0.2 -0.2 0.0
C 5.628 3.424 -2.031 -0.1 -0.2 0.0
H 7.359 2.742 -3.140 -0.3 -0.1 0.2
H 6.920 0.330 -2.663 -0.3 0.2 0.0
H 4.928 -0.331 -1.341 0.1 0.3 0.2
H 1.344 1.752 -1.309 0.2 -0.2 -0.3
H 0.779 0.914 2.021 0.4 -0.3 0.0
H 0.934 -0.261 4.200 -0.1 -0.3 -0.2
H 0.775 -2.765 4.273 0.0 0.1 -0.3
H 0.435 -4.038 2.138 -0.1 0.3 0.0
H 0.282 -2.807 -0.033 0.3 0.2 0.3
H 3.850 3.806 -0.858 0.2 -0.1 0.1
H 5.816 4.481 -2.224 -0.1 -0.3 0.0
```
Forces are in eV/Å.

Results of the Mulliken charge analysis, in e, for atoms 1 through 6: atom 1 (F): -0.3110, atom 2 (C): 0.2339, atom 3 (C): -0.6295, atom 4 (C): 0.2629, atom 5 (F): -0.3089, atom 6 (C): -0.6893